{"formula": "C41H22N11O3SSn", "method": "ωB97M-V/def2-TZVPD", "spin_multiplicity": 1, "charge": 1, "total_energy_ev": -82064.062, "de_lowest_kj_mol": 247.34, "gap_ev": [4.54, 4.57], "elements": ["Sn", "C", "C", "C", "C", "C", "N", "C", "N", "C", "C", "C", "C", "C", "C", "C", "C", "N", "C", "N", "C", "N", "C", "N", "C", "N", "C", "C", "C", "C", "C", "C", "C", "C", "C", "C", "C", "C", "N", "C", "C", "H", "H", "H", "H", "H", "H", "H", "H", "H", "H", "H", "H", "H", "H", "H", "H", "O", "S", "O", "O", "C", "N", "C", "C", "C", "N", "C", "C", "C", "N", "C", "C", "H", "H", "H", "H", "H", "H"], "coordinates": [[-1.9075, -0.7664, 0.1019], [-5.5230, -0.7499, -5.7079], [-5.6109, -2.1168, -5.4786], [-4.8471, -2.7295, -4.4866], [-4.0249, -1.9201, -3.7334], [-3.1823, -2.1968, -2.5631], [-2.6758, -1.0445, -2.0747], [-2.9880, -0.0338, -2.9597], [-2.4865, 1.1567, -2.9794], [-1.5284, 1.5267, -2.0951], [-1.1008, 2.9217, -1.9713], [-1.4959, 4.0624, -2.6495], [-0.9608, 5.2752, -2.2390], [-0.0567, 5.3395, -1.1822], [0.3369, 4.1922, -0.4993], [-0.1979, 2.9932, -0.9156], [-0.0309, 1.5753, -0.3610], [1.5422, 1.3989, 1.9096], [1.4441, -0.0489, 1.8617], [0.5677, -0.8505, 1.2755], [1.0007, -2.1492, 1.5320], [0.4940, -3.3023, 1.1471], [-0.4450, -3.6577, 0.3226], [-1.2133, -2.8789, -0.5225], [-2.0414, -3.7138, -1.2141], [-2.9495, -3.4137, -2.1271], [-1.7950, -5.0985, -0.8253], [-2.3560, -6.2907, -1.2431], [-1.8954, -7.4576, -0.6446], [-0.8955, -7.4252, 0.3238], [-0.3252, -6.2239, 0.7318], [-0.7958, -5.0653, 0.1467], [2.1951, -2.1150, 2.3518], [2.9779, -3.1116, 2.9116], [4.0581, -2.7180, 3.6877], [4.3369, -1.3663, 3.9118], [3.5510, -0.3661, 3.3631], [2.4810, -0.7628, 2.5658], [-0.8838, 0.7593, -1.2508], [-3.9274, -0.5482, -3.9692], [-4.6654, 0.0580, -4.9607], [-6.1387, -0.3010, -6.4756], [-6.2874, -2.7127, -6.0762], [-4.8957, -3.7936, -4.2989], [-2.2043, 3.9988, -3.4646], [-1.2544, 6.1868, -2.7411], [0.3430, 6.2985, -0.8807], [1.0197, 4.2552, 0.3409], [-3.1200, -6.3045, -2.0086], [-2.3207, -8.4090, -0.9344], [-0.5567, -8.3524, 0.7660], [0.4531, -6.1918, 1.4821], [2.7322, -4.1525, 2.7504], [4.6962, -3.4653, 4.1397], [5.1769, -1.0943, 4.5364], [3.7537, 0.6777, 3.5733], [-4.5943, 1.1220, -5.1424], [3.0475, 4.5777, 5.8591], [2.1942, 5.1334, 4.8305], [0.9413, 4.4250, 4.6416], [2.0948, 6.5645, 4.7599], [3.1795, 4.6279, 3.3195], [4.2305, 5.3111, 2.8765], [4.7959, 4.8560, 1.7535], [4.3343, 3.7220, 1.0938], [3.2703, 3.0470, 1.6905], [2.7084, 3.5113, 2.8104], [2.5898, 1.8895, 1.2113], [2.5952, 1.3309, -0.1131], [1.4012, 1.1377, -0.7022], [-0.8745, 1.5560, 0.8430], [-0.6884, 1.8757, 2.0871], [0.5844, 2.0590, 2.6619], [5.6355, 5.4294, 1.3803], [4.8006, 3.3678, 0.1828], [3.5151, 1.1312, -0.6475], [1.4163, 0.7262, -1.7061], [-1.5901, 2.0370, 2.6702], [0.8359, 2.7851, 3.4398]]}